No. 1
DFT (ωB97M-V with the def2-TZVPD basis set) results for a single C4H7N5O3S molecule.

As for the lowest unoccupied orbital energy: 0.03 eV. For the total energy, the calculation gives -1054.1784 Eh. The calculation puts the orbital gap at 0.3595 Eh. Its SMILES is [H]/N=C1/CN(C=O)N=N[C@@H]1S(N)(=O)=O.

ORCA input file:
```
! wB97M-V def2-TZVPD RIJCOSX def2/J DEFGRID3
* xyz 0 1
C 1.494 -0.298 -0.076
C -0.088 3.060 -0.817
C 1.220 1.139 -0.053
C 0.083 -1.089 -0.520
N -0.784 -0.369 -1.329
N -0.784 0.861 -1.472
N 2.591 -0.808 0.209
N 0.176 1.651 -0.912
N -2.073 -2.266 0.588
O 0.701 3.813 -0.343
O -0.064 -1.907 2.043
O -1.208 0.103 1.374
S -0.774 -1.205 1.051
H -0.919 3.326 -1.381
H 0.689 1.121 1.038
H 2.171 1.691 -0.217
H 0.198 -1.994 -0.904
H 2.470 -1.852 0.210
H -2.967 -2.018 0.187
H -2.134 -2.960 1.322
*
```

No. 2
DFT (ωB97M-V with the def2-TZVPD basis set) results for a molecular structure, C11H14BN7Pt.

As for the lowest unoccupied orbital energy (spin up / spin down): -7.44 / -12.17 eV. For the energy relative to the best compared isomer or geometry (same formula, charge and spin), the calculation gives 8.6 kcal per mole. For the total energy, the calculation gives -954.1837 Eh. The calculation puts the orbital gap (spin up / spin down) at 0.2186 / 0.1656 Eh.

ORCA input file:
```
! wB97M-V def2-TZVPD RIJCOSX def2/J DEFGRID3
* xyz 2 5
H -1.533 -3.138 -0.263
N -0.849 -1.142 -0.432
B -0.327 1.272 -1.166
N -1.085 -0.099 -1.294
C -1.959 -0.525 -2.227
Pt 0.569 -1.330 1.081
H -2.270 0.153 -3.002
C -2.288 -1.850 -1.959
H -2.962 -2.473 -2.506
C -1.583 -2.213 -0.819
H -0.447 1.884 -2.184
C 1.929 -2.773 1.481
H 1.804 -3.530 0.693
H 1.656 -3.239 2.443
H 2.950 -2.382 1.508
N 1.151 0.817 -0.932
N -0.897 2.031 0.058
N 1.558 -0.295 -0.181
N -1.225 1.290 1.150
C 2.225 1.267 -1.616
C -1.163 3.318 0.357
H 2.151 2.130 -2.265
H -0.988 4.088 -0.378
C 3.323 0.467 -1.331
C -1.647 3.389 1.664
C 2.877 -0.514 -0.453
C -1.689 2.073 2.132
H 4.328 0.570 -1.705
H -1.919 4.282 2.196
H 3.386 -1.352 -0.011
H -1.994 1.661 3.084
H -1.068 0.273 1.140
N -1.366 -2.230 3.295
C -0.650 -1.876 2.442
*
```

No. 3
DFT (ωB97M-V with the def2-TZVPD basis set) results for a molecular structure, C33H25AsF8N2O3STi.

As for the lowest unoccupied orbital energy (spin up / spin down): 1.95 / 1.96 eV. For the energy relative to the best compared isomer or geometry (same formula, charge and spin), the calculation gives 7.2 kcal per mole. For the total energy, the calculation gives -5890.1353 Eh. The calculation puts the orbital gap (spin up / spin down) at 0.2509 / 0.2852 Eh.

ORCA input file:
```
! wB97M-V def2-TZVPD RIJCOSX def2/J DEFGRID3
* xyz -1 2
Ti -15.037 8.833 15.446
C -17.811 8.457 11.562
O -17.904 7.200 12.135
C -18.529 7.298 13.432
C -19.784 6.856 13.605
C -20.425 6.870 14.837
C -19.715 7.363 15.892
C -18.399 7.860 15.769
C -17.808 8.572 16.923
N -16.653 9.104 16.927
N -16.378 9.951 17.935
C -15.244 10.455 17.781
O -14.508 10.158 16.711
C -14.905 11.617 18.727
C -15.698 12.034 19.751
C -15.261 13.125 20.517
C -13.994 13.694 20.315
C -13.134 13.223 19.278
C -13.631 12.122 18.531
C -17.754 7.805 14.479
O -16.558 8.333 14.352
H -18.755 8.847 11.156
H -17.156 8.460 10.713
H -17.334 9.125 12.371
H -20.263 6.461 12.750
H -21.369 6.445 14.944
H -20.160 7.444 16.858
H -18.518 8.724 17.753
H -16.720 11.614 19.848
H -15.794 13.597 21.356
H -13.623 14.513 20.941
H -12.126 13.615 19.145
H -13.103 11.672 17.742
C -14.780 5.042 13.130
As -13.361 4.107 12.236
C -11.964 5.215 11.555
C -14.166 3.603 10.514
S -12.589 2.596 13.407
H -15.621 5.273 12.489
H -14.490 5.982 13.522
H -15.147 4.400 13.925
H -11.898 5.043 10.515
H -11.022 4.933 12.085
H -12.216 6.261 11.806
H -15.046 2.923 10.613
H -13.541 3.155 9.749
H -14.582 4.500 10.065
F -9.576 9.778 7.537
C -10.498 8.772 7.585
F -9.833 7.638 7.306
F -11.353 8.954 6.544
C -11.134 8.717 8.913
C -10.411 9.070 10.041
C -10.944 9.059 11.320
C -12.254 8.715 11.461
C -13.040 8.342 10.360
C -12.468 8.330 9.084
C -12.952 8.715 12.742
C -13.598 8.764 13.773
H -9.287 9.246 10.017
H -10.388 9.473 12.179
H -14.150 8.022 10.470
H -13.064 7.990 8.211
F -12.259 8.178 17.293
C -12.869 7.011 16.904
C -14.130 7.044 16.331
C -14.774 5.780 16.245
F -16.057 5.664 15.818
C -14.245 4.599 16.685
F -14.866 3.416 16.508
C -13.003 4.661 17.227
F -12.376 3.572 17.762
C -12.300 5.874 17.360
F -11.064 5.868 17.984
*
```

No. 4
DFT (ωB97M-V with the def2-TZVPD basis set) results for a gas-phase ion, C3H8S2 (charge +1).

As for the lowest unoccupied orbital energy (spin up / spin down): -4.37 / -8.48 eV. For the energy relative to the best compared isomer or geometry (same formula, charge and spin), the calculation gives 11.3 kcal per mole. For the total energy, the calculation gives -915.1462 Eh. The calculation puts the orbital gap (spin up / spin down) at 0.4056 / 0.2705 Eh.

ORCA input file:
```
! wB97M-V def2-TZVPD RIJCOSX def2/J DEFGRID3
* xyz 1 2
C 0.340 -0.262 0.897
C 1.673 0.531 0.982
C -0.296 -0.156 -0.496
S -2.111 -0.069 -0.273
S -3.065 -0.690 -1.879
H -0.269 0.094 1.732
H 0.567 -1.300 1.140
H 1.454 1.595 0.993
H 2.131 0.207 1.915
H 2.228 0.345 0.047
H -0.022 -1.061 -1.045
H 0.059 0.703 -1.053
H -2.689 0.063 -2.960
*
```

No. 5
DFT (ωB97M-V with the def2-TZVPD basis set) results for 2 unconnected molecules or ions with the total composition C24H29N2O.

As for the lowest unoccupied orbital energy: -4.44 eV. For the energy relative to the best compared isomer or geometry (same formula, charge and spin), the calculation gives 18.3 kcal per mole. For the total energy, the calculation gives -1116.4312 Eh. The calculation puts the orbital gap at 0.2260 Eh.

ORCA input file:
```
! wB97M-V def2-TZVPD RIJCOSX def2/J DEFGRID3
* xyz 1 1
C -0.432 -0.787 1.143
C 0.633 -1.447 0.347
C 2.040 -1.623 0.822
C 2.663 -2.896 0.837
C 1.922 -4.201 0.686
C 4.033 -3.009 1.094
C 4.818 -1.900 1.445
C 6.318 -2.004 1.578
C 4.138 -0.694 1.677
C 2.760 -0.577 1.435
C 2.148 0.695 1.911
H -1.368 -1.272 0.982
H -0.226 -0.983 2.183
H -0.534 0.293 1.021
H 0.273 -2.412 -0.061
H 2.662 -5.009 0.579
H 1.291 -4.435 1.567
H 1.291 -4.206 -0.199
H 4.519 -3.994 1.007
H 6.752 -1.009 1.728
H 6.594 -2.649 2.415
H 6.771 -2.448 0.674
H 4.721 0.171 2.041
H 2.907 1.352 2.343
H 1.728 1.240 1.069
H 1.355 0.564 2.649
H 0.709 -0.856 -0.529
C -0.136 0.150 -2.153
H 0.867 -0.092 -2.625
C -1.255 -0.560 -2.500
C -2.385 0.180 -2.723
N -2.466 1.457 -2.351
C -3.737 2.164 -2.438
C -4.440 2.099 -1.107
C -4.093 2.984 -0.082
C -4.567 2.788 1.225
C -5.371 1.664 1.501
C -5.738 0.782 0.469
C -5.266 1.004 -0.833
C -1.404 2.088 -1.780
C -0.229 1.438 -1.561
C 0.891 2.259 -1.019
N 2.159 1.720 -1.116
O 0.665 3.351 -0.513
H -1.196 -1.602 -2.824
H -3.242 -0.268 -3.199
H -3.521 3.217 -2.647
H -4.367 1.723 -3.216
H -3.455 3.838 -0.324
H -4.296 3.502 2.019
H -5.726 1.496 2.521
H -6.387 -0.084 0.682
H -5.542 0.336 -1.651
H -1.578 3.115 -1.511
H 2.405 1.009 -1.791
H 2.928 2.341 -0.897
*
```

No. 6
DFT (ωB97M-V with the def2-TZVPD basis set) results for a molecular structure, ClCr.

As for the lowest unoccupied orbital energy (spin up / spin down): -9.10 / -7.49 eV. For the energy relative to the best compared isomer or geometry (same formula, charge and spin), the calculation gives 21.4 kcal per mole. For the total energy, the calculation gives -1504.2859 Eh. The calculation puts the orbital gap (spin up / spin down) at 0.2378 / 0.3061 Eh.

ORCA input file:
```
! wB97M-V def2-TZVPD RIJCOSX def2/J DEFGRID3
* xyz 1 5
Cr -0.788 1.006 0.192
Cl 0.788 -1.006 -0.192
*
```